Entry 1:
{"formula": "C4H11O2Yb", "method": "the ωB97M-V functional and the def2-TZVPD basis", "total_charge": 2, "energy_ev": -39930.7837, "spin_multiplicity": 2, "s2": 0.76, "de_lowest_kj_mol": 0.0, "gap_ev": [7.80, 5.01], "species": ["H", "C", "H", "H", "H", "O", "C", "C", "O", "C", "Yb", "H", "H", "H", "H", "H", "H", "H"], "positions_angstrom": [[1.87957, 1.32031, 4.18532], [1.35776, 1.15344, 3.07630], [0.71556, 2.04214, 3.07164], [0.87026, 0.20438, 3.33068], [2.29452, 1.12112, 2.50658], [0.25386, 0.83909, 0.53771], [0.60433, -0.45254, 0.11191], [-0.44361, -1.04627, -0.81933], [-0.77131, -0.03781, -1.79477], [-1.58793, -0.49376, -2.86985], [-0.67689, 1.99606, -0.84673], [0.71358, -1.15828, 0.95367], [1.58603, -0.44621, -0.39816], [-1.36478, -1.31046, -0.27692], [-0.05961, -1.93487, -1.33960], [-1.80924, 0.37076, -3.50321], [-1.04034, -1.24840, -3.44833], [-2.52176, -0.91870, -2.47691]], "forces_ev_per_angstrom": [[-1.121, -0.230, -2.343], [1.783, 0.377, 4.196], [0.149, -0.383, -0.615], [-0.081, 0.238, -0.793], [-0.738, 0.014, -0.450], [-0.663, 0.113, -0.606], [1.240, -0.968, -0.213], [-0.415, -0.572, 0.503], [0.332, 1.199, 0.615], [-0.682, -0.536, -0.865], [0.327, -0.211, 0.249], [-0.165, 0.391, 0.032], [-0.319, 0.202, 0.235], [0.213, 0.025, -0.160], [0.028, 0.233, 0.231], [0.031, -0.205, -0.001], [-0.161, 0.230, 0.107], [0.243, 0.082, -0.124]]}

=====

Entry 2:
{"formula": "C4H11O3", "method": "the ωB97M-V functional and the def2-TZVPD basis", "total_charge": -1, "energy_ev": -10463.8299, "spin_multiplicity": 1, "de_lowest_kj_mol": 564.4, "gap_ev": 6.22, "species": ["C", "O", "C", "C", "C", "O", "H", "H", "H", "H", "H", "H", "H", "H", "H", "H", "H", "O"], "positions_angstrom": [[0.92750, -1.41513, 1.43279], [1.82777, -1.05150, 2.97997], [1.10777, -0.13209, 0.53455], [-0.08463, 0.21052, -0.40840], [0.04675, 1.46094, -1.22164], [-1.13515, 2.18649, -1.41986], [0.02140, -1.42344, 2.00317], [0.94495, -2.37599, 0.75666], [1.71239, -1.90896, 2.18875], [1.02699, 0.69138, 1.25198], [2.04729, -0.27618, -0.14102], [-0.99068, 0.56610, 0.22562], [-0.26452, -0.74382, -1.02022], [0.74150, 2.11967, -0.62678], [0.60561, 1.17316, -2.18886], [-3.32673, -0.11373, -2.05520], [-2.35769, 0.97479, -1.11096], [-2.85050, 0.05780, -1.18053]], "forces_ev_per_angstrom": [[-2.213, 2.329, -2.500], [-0.499, -2.363, -3.161], [0.078, -0.724, -0.304], [-1.496, -2.156, 1.358], [0.503, 1.953, -1.210], [0.565, -1.587, 0.233], [-0.750, 0.057, -0.402], [0.716, 1.215, 1.588], [2.522, 0.124, 3.098], [1.334, 0.007, -0.196], [-1.245, 0.745, 1.636], [1.280, -1.567, -0.628], [-0.502, 1.485, 0.674], [0.158, -0.304, -0.397], [-0.465, 0.487, 0.700], [1.375, 1.148, 1.881], [-0.325, -0.748, -1.400], [-1.035, -0.102, -0.970]]}